Molecular formula: C12H20B2Cl10F14HgNO4S2
Method: DFT, the ωB97M-V functional and the def2-TZVPD basis

Summary:
* DFT total energy: -212930.842 eV
* E_HOMO: -8.76 eV
* total charge: -1
* HOMO-LUMO gap: 0.341 hartree

Each line ends with the Löwdin charge.
Element x y z (Å)
Hg1 -0.14 -0.33 -3.89  1.43
B1 1.63 -2.34 -4.03  -1.27
F1 0.61 -2.24 -5.02  0.08
F2 2.40 -1.15 -4.15  0.07
F3 1.02 -2.26 -2.76  0.08
F4 2.36 -3.48 -4.22  0.17
B2 -2.45 -0.71 -5.37  -1.25
F5 -1.62 -1.03 -6.44  0.12
F6 -2.13 -1.54 -4.24  0.06
F7 -2.09 0.61 -4.92  0.04
F8 -3.78 -0.80 -5.71  0.16
C1 -2.31 1.28 -0.53  -0.67
F9 -2.08 2.55 -0.81  0.15
F10 -2.71 1.16 0.72  0.14
F11 -3.24 0.83 -1.36  0.17
S1 -0.78 0.16 -0.82  0.66
O1 -0.02 -0.03 0.37  -0.26
O2 -1.35 -1.01 -1.44  -0.31
N1 -0.02 0.95 -2.13  -0.38
S2 0.71 2.33 -1.78  0.59
O3 0.36 3.36 -2.72  -0.25
O4 0.64 2.61 -0.38  -0.28
C2 2.49 1.86 -2.16  -0.68
F12 2.68 1.66 -3.45  0.15
F13 3.32 2.79 -1.72  0.15
F14 2.71 0.72 -1.50  0.10
Cl1 1.88 4.65 3.65  0.53
C3 1.80 3.59 2.22  -0.67
C4 3.02 2.73 2.05  -0.65
Cl2 4.55 3.60 1.68  0.52
H1 1.62 4.24 1.38  0.06
H2 0.95 2.92 2.37  0.07
H3 2.89 2.01 1.24  0.02
H4 3.23 2.21 2.99  0.06
Cl3 7.26 0.09 -2.13  0.55
C5 5.88 -0.66 -1.29  -0.65
C6 5.69 0.08 0.01  -0.66
Cl4 4.24 -0.50 0.90  0.57
H5 6.09 -1.72 -1.14  0.07
H6 5.00 -0.63 -1.93  0.06
H7 5.43 1.12 -0.19  0.04
H8 6.51 0.09 0.71  0.07
Cl5 1.33 -2.73 2.67  0.56
C7 0.82 -1.83 4.15  -0.62
C8 -0.16 -0.77 3.70  -0.69
Cl6 -0.91 0.00 5.11  0.55
H9 1.75 -1.45 4.57  0.07
H10 0.34 -2.51 4.85  0.06
H11 -0.96 -1.20 3.11  0.04
H12 0.35 -0.05 3.06  0.06
Cl7 -7.15 -0.30 1.77  0.52
C9 -5.96 1.01 1.44  -0.66
C10 -5.34 1.54 2.70  -0.62
Cl8 -4.25 0.29 3.43  0.53
H13 -6.51 1.75 0.86  0.07
H14 -5.24 0.62 0.73  0.05
H15 -6.09 1.77 3.45  0.06
H16 -4.72 2.40 2.44  0.07
Cl9 -2.16 -4.75 2.97  0.53
C11 -1.92 -4.12 1.33  -0.67
C12 -2.77 -2.91 1.02  -0.65
Cl10 -4.53 -3.25 1.15  0.53
H17 -2.15 -4.92 0.63  0.07
H18 -0.90 -3.78 1.20  0.04
H19 -2.59 -2.58 0.00  0.05
H20 -2.53 -2.04 1.64  0.04